Entry 1:
Entry from the OMol25 dataset: 5 unconnected molecules or ions with the total composition C4H16O4 in a non-equilibrium geometry (the ωB97M-V functional and the def2-TZVPD basis).

Positions of all 24 atoms, in Å:
C1 -1.0195 0.4980 1.4317
C2 -1.0876 -0.2107 0.1793
C3 -1.9767 -1.2285 0.1905
C4 -2.1190 -1.9157 -1.2128
H1 -1.8853 1.1555 1.6788
H2 -0.9517 -0.1912 2.3848
H3 -0.0310 1.0647 1.4292
H4 -0.5563 0.2864 -0.5850
H5 -2.4904 -1.7371 1.1146
H6 -1.1678 -1.6585 -1.9269
H7 -2.9495 -1.5387 -1.7134
H8 -2.1330 -3.0692 -1.1282
O1 2.1664 1.2408 -2.0179
H9 2.5775 1.6644 -2.7094
H10 1.2698 1.4449 -2.2907
O2 1.0767 -2.0488 2.9915
H11 2.0323 -1.7788 2.9217
H12 0.7639 -1.3520 3.6257
O3 -0.2650 2.8153 -2.2340
H13 0.0908 2.9783 -1.4250
H14 -1.0084 2.1261 -2.1404
O4 3.0753 0.5729 0.8204
H15 2.6729 0.6624 -0.0458
H16 3.9158 0.2197 0.6613

Cartesian forces, eV/Å:
2.111 1.221 4.132
-3.244 -1.708 2.367
1.219 -1.326 -2.621
3.362 -1.609 0.633
0.729 -0.080 -0.521
-0.098 1.028 -1.963
-1.344 -0.162 0.507
0.272 -0.451 -1.447
1.158 1.535 -1.846
-2.193 -0.547 1.905
-1.705 0.252 -0.923
-0.230 1.864 -0.252
-1.470 -1.359 1.975
2.376 1.441 -2.333
-0.842 -0.092 0.395
1.163 1.585 1.051
-1.304 -0.547 -0.216
0.141 -1.023 -0.862
-3.191 -2.489 -3.930
1.346 0.662 3.909
1.727 1.776 0.087
-1.797 0.703 0.710
-0.091 0.110 -0.398
1.904 -0.785 -0.360

Energy relative to the best compared isomer or geometry (same formula, charge and spin) (kJ/mol): 254.8
Multiplicity: 1
Total energy (eV): -12595.196
SMILES: C/C=C/C.O.O.O.O
LUMO energy (eV): 0.50
HOMO energy (eV): -9.05

---

Entry 2:
Entry from the OMol25 dataset: 5 unconnected molecules or ions with the total composition C4H16O4 in a non-equilibrium geometry (the ωB97M-V functional and the def2-TZVPD basis).

Positions of all 24 atoms, in Å:
C1 2.2448 0.4036 -1.2067
C2 1.9795 0.2966 0.1018
C3 2.4597 -0.7287 1.0652
C4 0.9156 1.2746 0.6067
H1 1.6329 1.0414 -1.8293
H2 3.0200 -0.1589 -1.7108
H3 1.5892 -1.3179 1.3669
H4 3.2575 -1.3762 0.7148
H5 2.7733 -0.2057 1.9687
H6 0.4151 1.7571 -0.2176
H7 0.1858 0.7371 1.2139
H8 1.4094 1.9812 1.2763
O1 -2.9789 0.7834 0.6824
H9 -3.8780 0.7385 1.0211
H10 -2.3941 0.0717 1.0368
O2 -0.3910 -1.3393 -1.1670
H11 -0.8080 -0.6180 -1.6720
H12 0.4983 -1.3714 -1.5189
O3 -1.6746 -1.4589 1.3005
H13 -2.2917 -2.1851 1.0691
H14 -1.0726 -1.4472 0.5212
O4 -2.1084 0.8670 -1.8687
H15 -2.7096 0.4738 -1.2185
H16 -2.0743 1.7813 -1.5358

Cartesian forces, eV/Å:
0.433 -0.581 0.422
-1.163 0.878 -1.400
-0.040 0.532 0.363
0.711 -1.177 0.722
0.233 0.312 0.003
0.012 -0.229 0.034
0.094 -0.175 -0.059
0.010 0.021 -0.156
0.234 -0.151 0.191
-0.060 0.293 -0.077
-0.165 0.058 0.016
-0.162 0.271 -0.091
0.074 0.499 -0.326
0.352 -0.355 0.293
-0.884 -0.019 0.172
-0.467 -0.046 -0.260
-0.155 0.110 0.266
0.417 -0.032 0.146
-0.084 -0.850 -0.504
0.461 0.640 0.337
-0.035 0.019 0.117
-0.002 0.424 -0.156
0.027 0.059 0.192
0.159 -0.499 -0.245

Energy relative to the best compared isomer or geometry (same formula, charge and spin) (kJ/mol): 31.4
Multiplicity: 1
Total energy (eV): -12597.511
SMILES: C=C(C)C.O.O.O.O
LUMO energy (eV): 0.59
HOMO energy (eV): -9.25

---

Which formula does entry 2 have? C4H16O4